C33H34NO | ωB97M-V with the def2-TZVPD basis set

Last columns: bonded neighbours and bond lengths (Å).
CARTESIAN COORDINATES (ANGSTROEM)
1 C -2.18555 1.87913 0.30267  N2 1.450, H15 1.098, H16 1.101, H17 1.099
2 N -1.58214 3.19395 0.39821  C1 1.450, C3 1.367, C9 1.434
3 C -0.29781 3.30697 0.85260  N2 1.367, C4 1.374, C8 1.511
4 C 0.39058 2.24850 1.39331  C3 1.374, C5 1.475, H18 1.084
5 C 1.59906 2.46814 2.20916  C4 1.475, C6 1.561, H19 1.102, H20 1.102
6 C 1.93752 3.94937 2.56890  C5 1.561, C7 1.522, H21 1.092, H22 1.092
7 C 1.59685 4.94206 1.46693  C6 1.522, C8 1.527, H23 1.090, H24 1.092
8 C 0.27353 4.70142 0.74454  C3 1.511, C7 1.527, H25 1.108, H26 1.100
9 C -2.22909 4.23951 -0.33928  N2 1.434, C10 1.402, C14 1.401
10 C -3.12124 5.10298 0.31176  C9 1.402, C11 1.390, H27 1.093
11 C -3.78186 6.08223 -0.42124  C10 1.390, C12 1.406, H28 1.092
12 C -3.55590 6.19423 -1.80475  C11 1.406, C13 1.406, H29 1.093
13 C -2.64139 5.33991 -2.44478  C12 1.406, C14 1.390, H30 1.093
14 C -1.98073 4.36015 -1.71280  C9 1.401, C13 1.390, H31 1.094
15 H -3.24189 1.99851 0.02966  C1 1.098
16 H -1.68365 1.29132 -0.48140  C1 1.101
17 H -2.09621 1.37506 1.27466  C1 1.099
18 H 0.09123 1.22430 1.20167  C4 1.084
19 H 1.49778 1.90210 3.14965  C5 1.102
20 H 2.48158 2.06218 1.68907  C5 1.102
21 H 1.40779 4.23196 3.48127  C6 1.092
22 H 3.00974 4.00342 2.76753  C6 1.092
23 H 1.58000 5.95160 1.87724  C7 1.090
24 H 2.37688 4.92291 0.70226  C7 1.092
25 H 0.41755 4.92393 -0.33115  C8 1.108
26 H -0.48515 5.41958 1.09034  C8 1.100
27 H -3.27634 4.97211 1.38623  C10 1.093
28 H -4.48383 6.75046 0.08185  C11 1.092
29 H -4.09820 6.94388 -2.38740  C12 1.093
30 H -2.45042 5.42450 -3.51740  C13 1.093
31 H -1.26724 3.67002 -2.17350  C14 1.094
32 C 1.14845 -5.61908 5.51333  C33 1.493, H53 1.094, H54 1.095, H55 1.096
33 C 0.88670 -4.56662 4.48700  C32 1.493, C34 1.407, C52 1.399
34 C 0.29714 -3.33507 4.82624  C33 1.407, C35 1.384, H56 1.088
35 C 0.31502 -2.27755 3.93287  C34 1.384, C36 1.422, H57 1.078
36 C 0.78825 -2.43353 2.60080  C35 1.422, C37 1.424, C51 1.423
37 C 0.95876 -1.30267 1.75181  C36 1.424, C38 1.428, H58 1.093
38 C 1.08778 -1.44300 0.33697  C37 1.428, C39 1.433, C50 1.411
39 C 1.97224 -2.36339 -0.31431  C38 1.433, C40 1.388, H59 1.088
40 C 1.73151 -2.75188 -1.62488  C39 1.388, C41 1.403, H60 1.086
41 C 0.89250 -1.96436 -2.42757  C40 1.403, O42 1.388, C49 1.405
42 O 0.95322 -1.95147 -3.81370  C41 1.388, C43 1.395
43 C 0.66341 -3.02541 -4.65597  O42 1.395, C44 1.397, C48 1.398
44 C -0.21356 -2.68700 -5.68910  C43 1.397, C45 1.386, H61 1.089
45 C -0.87135 -3.70681 -6.35801  C44 1.386, C46 1.403, H62 1.092
46 C -0.51492 -5.04024 -6.10898  C45 1.403, C47 1.402, H63 1.092
47 C 0.52767 -5.34371 -5.22182  C46 1.402, C48 1.401, H64 1.094
48 C 1.14937 -4.32543 -4.48787  C43 1.398, C47 1.401, H65 1.090
49 C 0.14994 -0.91985 -1.85218  C41 1.405, C50 1.377, H66 1.091
50 C 0.20789 -0.71469 -0.49217  C38 1.411, C49 1.377, H67 1.087
51 C 1.10040 -3.76788 2.21795  C36 1.423, C52 1.383, H68 1.083
52 C 1.27848 -4.76675 3.15849  C33 1.399, C51 1.383, H69 1.095
53 H 1.81232 -6.38240 5.09773  C32 1.094
54 H 1.63811 -5.15147 6.37328  C32 1.095
55 H 0.25294 -6.12934 5.88715  C32 1.096
56 H -0.15456 -3.20142 5.80698  C34 1.088
57 H -0.04960 -1.30257 4.21316  C35 1.078
58 H 0.97185 -0.31187 2.21239  C37 1.093
59 H 2.78761 -2.81590 0.24708  C39 1.088
60 H 2.25133 -3.60514 -2.05073  C40 1.086
61 H -0.41405 -1.63127 -5.86380  C44 1.089
62 H -1.65376 -3.45051 -7.07521  C45 1.092
63 H -1.03973 -5.84064 -6.63396  C46 1.092
64 H 0.85325 -6.37945 -5.09031  C47 1.094
65 H 1.98062 -4.53496 -3.81512  C48 1.090
66 H -0.44152 -0.27245 -2.50062  C49 1.091
67 H -0.47566 -0.03369 0.00744  C50 1.087
68 H 1.24821 -4.00228 1.17070  C51 1.083
69 H 1.72228 -5.72462 2.86910  C52 1.095

Its orbital gap is 3.99 eV. The energy relative to the best compared isomer or geometry (same formula, charge and spin) comes out at 1.558 eV. Its charge is +1.